[1]
The following is a DFT calculation (ωB97M-V/def2-TZVPD) of a structure of composition C13H26CrF6N2O9S2 in a non-equilibrium geometry.

The net charge is 0. The HOMO energy (spin up / spin down) is -8.74 / -9.68 eV. For the LUMO energy (spin up / spin down), the calculation gives 0.14 / 0.13 eV. As for the gap between HOMO and LUMO (spin up / spin down): 0.3264 / 0.3603 Eh. The spin multiplicity is 5. Its expectation value of S² is 6.0096.

Positions of all 59 atoms, in Å:
Cr -1.14 -1.44 -0.17
C 3.19 -1.07 -0.97
F 3.67 -0.40 0.08
F 2.61 -0.21 -1.82
F 4.17 -1.71 -1.58
S 1.95 -2.34 -0.34
O 2.47 -3.60 -0.67
O 1.72 -2.13 1.06
N 0.55 -2.00 -1.22
S 0.64 -2.81 -2.64
O 1.95 -3.02 -3.15
O -0.29 -3.91 -2.67
C 0.03 -1.57 -3.86
F 0.68 -0.40 -3.73
F 0.29 -2.04 -5.07
F -1.28 -1.34 -3.79
C -1.93 -0.33 3.61
C -1.63 -0.71 2.20
O -2.59 -0.95 1.41
O -0.44 -0.80 1.78
H -1.01 -0.12 4.16
H -2.51 -1.10 4.11
H -2.52 0.59 3.61
C 2.86 0.62 5.46
C 2.07 0.44 4.18
C 2.85 0.96 2.99
O 1.80 -0.95 4.01
H 2.35 0.10 6.28
H 2.93 1.68 5.70
H 3.85 0.17 5.38
H 1.13 1.01 4.24
H 3.75 0.37 2.80
H 3.14 2.00 3.09
H 2.27 0.86 2.06
H 1.29 -1.02 3.19
C -3.53 -2.51 -2.05
O -2.75 -1.45 -1.53
C -3.27 -0.16 -1.88
C -2.46 0.97 -1.23
N -1.04 0.61 -1.18
C -0.22 1.55 -0.34
C -0.23 2.96 -0.89
O 0.22 2.90 -2.22
C -0.03 4.09 -2.92
H -4.59 -2.38 -1.84
H -3.22 -3.42 -1.54
H -3.31 -2.64 -3.11
H -4.30 -0.10 -1.50
H -3.28 -0.04 -2.96
H -2.85 1.20 -0.23
H -2.59 1.84 -1.89
H -0.63 0.82 -2.09
H 0.81 1.20 -0.48
H -0.52 1.52 0.70
H 0.37 3.63 -0.25
H -1.24 3.41 -0.85
H 0.36 3.97 -3.93
H 0.51 4.94 -2.50
H -1.11 4.30 -2.97

Results of the Mulliken charge analysis, in e, for atoms 1 through 2: atom 1 (Cr): 0.4175, atom 2 (C): 0.6965

***

[2]
The following is a DFT calculation (ωB97M-V/def2-TZVPD) of a structure of composition C13H26FMgO10 in a non-equilibrium geometry.

The net charge is +1. The HOMO energy is -12.70 eV. For the LUMO energy, the calculation gives -4.00 eV. As for the gap between HOMO and LUMO: 0.3197 Eh.

Positions of all 51 atoms, in Å:
Mg -1.63 -1.64 0.92
F -0.53 -0.29 0.41
C 0.79 -4.90 -0.52
C 0.98 -3.68 -1.46
C -0.34 -3.00 -1.42
O -0.74 -3.12 -0.04
C -0.31 -4.43 0.44
H 1.71 -5.14 0.01
H 0.46 -5.79 -1.05
H 1.27 -4.03 -2.45
H 1.76 -3.03 -1.08
H -1.08 -3.47 -2.07
H -0.30 -1.95 -1.69
H -1.17 -5.10 0.45
H 0.02 -4.34 1.48
C 2.64 -0.15 0.62
O 3.19 -0.77 -0.54
C 3.89 0.05 -1.33
O 4.09 1.22 -1.13
O 4.45 -0.68 -2.28
C 5.29 0.07 -3.16
H 2.28 -0.94 1.27
H 1.84 0.55 0.36
H 3.39 0.43 1.17
H 5.80 -0.66 -3.78
H 6.03 0.64 -2.61
H 4.69 0.72 -3.79
C -0.77 2.22 -1.63
O -0.14 3.07 -0.68
C -0.69 4.29 -0.60
O -1.73 4.61 -1.11
O 0.14 5.09 0.06
C -0.33 6.43 0.19
H -0.27 1.26 -1.54
H -0.64 2.62 -2.64
H -1.83 2.12 -1.41
H -1.34 6.45 0.59
H -0.28 6.95 -0.77
H 0.36 6.91 0.88
C -2.53 2.03 1.63
O -3.34 1.43 2.69
C -3.46 0.15 2.68
O -3.02 -0.57 1.77
O -4.11 -0.30 3.69
C -4.32 -1.72 3.78
H -1.48 1.81 1.80
H -2.70 3.10 1.71
H -2.85 1.68 0.66
H -4.92 -2.08 2.95
H -4.82 -1.88 4.73
H -3.35 -2.24 3.81

Results of the Mulliken charge analysis, in e, for atoms 1 through 2: atom 1 (Mg): 0.9869, atom 2 (F): -0.3428

***

[3]
The following is a DFT calculation (ωB97M-V/def2-TZVPD) of a structure of composition C13H26N4OP2Zn in a non-equilibrium geometry.

The net charge is +1. The HOMO energy (spin up / spin down) is -9.89 / -9.72 eV. For the LUMO energy (spin up / spin down), the calculation gives -2.19 / -5.59 eV. As for the gap between HOMO and LUMO (spin up / spin down): 0.2831 / 0.1517 Eh. The spin multiplicity is 2. Its expectation value of S² is 0.7577.

Positions of all 47 atoms, in Å:
Zn -0.09 -0.50 0.30
P -0.14 -2.21 -1.36
P -1.55 -1.06 2.01
N 0.97 0.61 -1.16
N -0.30 1.44 1.01
H 1.53 2.67 -1.54
H 0.82 3.26 0.93
H 2.33 1.89 -0.13
C 1.38 1.97 -0.70
H -0.41 3.10 -0.35
C 0.33 2.54 0.26
H 1.33 0.76 -3.22
H -1.12 2.61 2.56
C 0.94 0.19 -2.36
C -1.01 1.61 2.10
H 1.17 -1.73 -3.35
C 0.39 -1.16 -2.81
H -0.47 -1.04 -3.49
H -2.90 -1.36 1.67
H -1.16 -1.97 3.06
H -1.32 -2.84 -1.84
H 0.80 -3.28 -1.53
O -1.93 -0.40 -0.80
C -2.43 0.79 -1.34
C -2.92 0.59 -2.77
C -3.52 1.30 -0.41
H -1.59 1.53 -1.37
H -2.08 0.41 -3.44
H -3.62 -0.26 -2.82
H -3.45 1.49 -3.11
H -3.13 1.46 0.60
H -3.93 2.25 -0.78
H -4.33 0.56 -0.36
C -1.64 0.54 2.77
H -2.15 0.76 3.71
C 2.86 -2.76 0.38
C 2.74 -1.63 1.32
N 1.75 -0.75 1.44
C 2.13 0.14 2.46
C 3.34 -0.25 2.95
N 3.70 -1.36 2.22
H 3.81 -3.28 0.59
H 2.03 -3.46 0.53
H 2.87 -2.39 -0.65
H 1.51 0.98 2.74
H 3.93 0.19 3.75
H 4.54 -1.90 2.34

Results of the Mulliken charge analysis, in e, for atoms 1 through 2: atom 1 (Zn): -0.4082, atom 2 (P): -0.0774

***

[4]
The following is a DFT calculation (ωB97M-V/def2-TZVPD) of the ion C13H26N7O4 with charge +1 in a non-equilibrium geometry.

As for the SMILES: CNC(=O)[C@@H](CCCNC(N)=[NH2+])NC(=O)[C@@H](CC(N)=O)NC(C)=O. The net charge is +1. The HOMO energy is -12.17 eV. For the LUMO energy, the calculation gives -2.25 eV. As for the gap between HOMO and LUMO: 0.3646 Eh.

Positions of all 50 atoms, in Å:
C 3.35 -2.63 2.92
N 2.86 -2.32 1.58
C 1.56 -2.13 1.33
O 0.68 -2.39 2.17
C 1.13 -1.60 -0.04
C 0.86 -2.71 -1.04
C 0.99 -2.36 -2.51
C -0.03 -1.35 -3.13
N 0.17 0.09 -2.82
C 1.19 0.89 -3.08
N 1.20 2.07 -2.55
N 2.23 0.50 -3.75
N -0.10 -0.79 0.11
C -0.07 0.45 0.62
O 0.95 1.15 0.64
C -1.44 0.93 1.19
C -1.45 0.90 2.74
C -2.86 1.05 3.36
N -2.98 0.75 4.64
O -3.81 1.40 2.74
N -1.85 2.28 0.74
C -2.04 2.66 -0.53
C -2.84 3.91 -0.80
O -1.50 2.12 -1.48
H 4.43 -2.76 2.95
H 3.04 -1.82 3.54
H 2.90 -3.53 3.26
H 3.52 -2.14 0.84
H 1.95 -0.98 -0.43
H -0.11 -3.17 -0.84
H 1.61 -3.46 -0.89
H 0.92 -3.35 -3.04
H 2.04 -2.06 -2.70
H 0.00 -1.47 -4.21
H -1.01 -1.74 -2.84
H -0.57 0.57 -2.32
H 0.50 2.28 -1.86
H 2.07 2.57 -2.56
H 2.91 1.19 -4.02
H 2.16 -0.42 -4.14
H -0.97 -1.30 0.14
H -2.20 0.25 0.80
H -0.83 1.70 3.14
H -1.05 -0.03 3.11
H -3.90 0.90 5.02
H -2.18 0.43 5.13
H -2.27 2.89 1.44
H -3.83 3.75 -0.32
H -2.33 4.78 -0.40
H -3.00 4.05 -1.86

Results of the Mulliken charge analysis, in e, for atoms 1 through 2: atom 1 (C): -0.8930, atom 2 (N): -0.1125

***

[5]
The following is a DFT calculation (ωB97M-V/def2-TZVPD) of a structure of composition C13H26NO4P2Pd in a non-equilibrium geometry.

The net charge is +3. The HOMO energy (spin up / spin down) is -18.05 / -18.93 eV. For the LUMO energy (spin up / spin down), the calculation gives -10.59 / -14.88 eV. As for the gap between HOMO and LUMO (spin up / spin down): 0.2739 / 0.1490 Eh. The spin multiplicity is 5. Its expectation value of S² is 6.0344.

Positions of all 47 atoms, in Å:
Pd 0.06 -0.51 0.00
P 0.39 -0.48 2.24
C -0.59 0.98 2.74
C -0.31 2.14 1.81
N 0.04 1.82 0.56
C 0.36 2.77 -0.32
C 0.26 4.13 0.01
C -0.21 4.49 1.26
C -0.51 3.48 2.18
C 0.82 2.32 -1.69
P 0.38 0.57 -1.95
H -0.90 3.71 3.17
H 0.54 4.88 -0.72
H -0.35 5.53 1.53
H 0.38 2.92 -2.50
H 1.92 2.35 -1.77
H -1.63 0.62 2.60
H -0.38 1.22 3.79
H -4.01 -1.31 -0.72
O -3.88 -0.62 -0.02
H -4.73 -0.56 0.45
H -2.37 -2.87 -2.51
O -2.97 -2.11 -2.69
H -3.38 -2.29 -3.56
C -1.30 0.62 -2.62
H -1.34 1.28 -3.49
H -1.66 -0.40 -2.84
H -1.92 1.02 -1.80
C 1.54 -0.24 -3.07
H 1.17 -1.26 -3.27
H 1.66 0.30 -4.02
H 2.51 -0.30 -2.56
C 2.06 -0.27 2.88
H 2.04 -0.17 3.98
H 2.65 -1.15 2.59
H 2.49 0.63 2.43
C -0.34 -1.96 2.96
H 0.23 -2.83 2.59
H -0.33 -1.94 4.06
H -1.37 -2.03 2.59
C 2.19 -4.05 -0.72
C 1.35 -2.81 -0.49
O 2.03 -1.75 -0.19
O 0.08 -2.82 -0.59
H 2.87 -3.87 -1.55
H 1.63 -4.96 -0.92
H 2.81 -4.21 0.16

Results of the Mulliken charge analysis, in e, for atoms 1 through 2: atom 1 (Pd): 0.0004, atom 2 (P): 0.7028